# C5H9NO3

A cluster of 2 separate species, C5H9NO3 in total (ωB97M-V with the def2-TZVPD basis set, OMol25).

Last column: Löwdin charge in e.
CARTESIAN COORDINATES (ANGSTROEM)
O  0.28808  -2.51925  -0.14035  -0.049
O  -1.29385  -1.44287  1.71958  -0.102
O  1.49467  -1.12204  -1.52276  0.077
N  0.41184  -1.36595  -0.63231  -0.261
C  -0.29522  -0.33263  -0.24465  -0.307
C  -0.33322  0.92708  -1.00247  -0.026
C  2.27525  1.03688  1.09794  0.031
C  -1.54405  -0.52107  0.63331  -0.136
C  1.31787  0.47998  1.61443  0.037
H  -0.78637  -2.25262  1.58114  0.075
H  3.19719  1.55576  1.01890  0.022
H  -0.93252  1.62867  -0.53921  0.055
H  -1.86446  0.24903  1.25124  0.111
H  -2.29749  -0.92532  0.02382  0.118
H  0.75523  1.32950  -0.94844  0.100
H  -0.63473  0.47036  -2.00693  0.133
H  2.26634  -1.39635  -1.05759  0.093
H  0.46361  -0.05248  1.95774  0.030

Calculated values
SMILES: C/C(CO)=[N+](/[O-])O.C#C
Multiplicity: 1
Relative energy (zero: lowest compared OMol25 entry of this formula, charge and spin) (kJ/mol): 800.7
M (g/mol): 131.13
Orbital gap (eV): 9.4

=====

# C28H43AlF9OP2

A structure of composition C28H43AlF9OP2 (ωB97M-V with the def2-TZVPD basis set, OMol25).

Last column: Löwdin charge in e.
CARTESIAN COORDINATES (ANGSTROEM)
P  1.43957  -0.37267  -2.21333  0.976
P  -1.44982  1.31874  1.28341  0.891
Al  -0.84490  0.04204  -1.51599  0.408
F  -2.28891  -3.78742  1.71156  0.100
F  -1.29934  -4.31001  -0.23403  0.126
F  -4.66505  -2.56522  1.13545  0.165
F  -3.55600  -1.27699  -2.15734  0.129
F  -3.08853  -1.39965  2.03375  0.098
F  -4.27698  -0.59034  0.35449  0.154
F  -4.51621  -3.13192  -1.53406  0.159
F  -2.51761  -3.20518  -2.39081  0.148
F  -3.43312  -4.68840  0.12008  0.155
O  -1.47798  -1.50866  -0.43035  -0.155
C  -0.36068  3.25709  -1.60001  -0.148
C  -0.24957  2.66846  1.58419  -0.288
C  -2.62472  -2.27162  -0.20223  -0.232
C  -0.27092  1.24866  -3.49364  -0.309
C  1.25705  0.47056  4.66872  -0.024
C  -3.66806  -1.70183  0.83021  -0.474
C  1.93820  3.09033  -2.61164  -0.173
C  2.71661  -0.61428  2.78735  -0.053
C  -2.48309  1.15750  -1.27578  -0.273
C  -2.72270  1.89826  0.02880  -0.387
C  -0.62708  -1.91155  3.86047  0.047
C  0.98864  -1.90562  -3.09310  -0.212
C  1.19436  0.81791  -3.59807  -0.462
C  -3.32430  -2.48233  -1.56684  -0.502
C  -0.63093  2.63014  -4.01801  -0.180
C  0.71165  -1.63499  3.29316  -0.052
C  0.83941  -3.57512  1.59134  0.011
C  3.83328  0.36952  2.75036  0.043
C  -2.42412  -3.79512  0.34546  -0.439
C  1.56791  -0.55677  3.63412  -0.171
C  -1.14318  3.53714  -2.86235  -0.168
C  2.28350  1.93611  -3.57644  -0.193
C  -2.43715  1.47488  2.78515  -0.287
C  2.58263  -1.76536  1.96631  -0.166
C  2.99678  -0.01073  -1.30191  -0.225
C  0.89922  2.82862  -1.54516  -0.137
C  1.34142  -2.37004  2.25574  -0.120
C  3.53093  -2.31918  0.95539  -0.036
H  -1.29244  -2.27528  3.08132  0.068
H  -1.77776  1.18447  3.60632  0.010
H  2.84995  3.35200  -2.08131  0.106
H  1.27760  0.33131  -4.60399  0.118
H  4.18429  -1.55403  0.52118  0.064
H  -0.94566  0.47851  -3.89725  0.077
H  -0.52927  3.61759  1.11739  0.041
H  -0.83620  3.64199  -0.69044  0.081
H  0.09967  -2.37444  -2.66376  0.027
H  0.74090  2.34928  1.22549  0.008
H  3.92984  -0.39547  -1.73835  0.068
H  1.67310  3.98749  -3.19679  0.120
H  -3.25664  0.76324  2.70728  0.028
H  1.25915  -4.49040  2.03628  0.131
H  0.20825  3.16341  -4.48102  0.101
H  3.15762  1.05923  -1.03980  0.064
H  -1.07903  -1.00527  4.27291  0.087
H  -3.38747  1.13865  -1.88024  0.081
H  4.18862  -3.10569  1.35535  0.108
H  0.17902  0.71519  4.67208  0.068
H  1.50652  0.08336  5.67138  0.101
H  1.06590  -3.54530  0.51971  0.095
H  2.50067  2.36746  -4.56410  0.118
H  -0.24184  -3.60668  1.63142  0.051
H  4.64862  0.02483  3.40444  0.133
H  -2.80283  2.49335  2.87824  0.060
H  3.21866  1.47833  -3.25891  0.074
H  4.23807  0.48379  1.73032  0.097
H  -0.62046  -2.65862  4.66434  0.137
H  -0.17494  2.78288  2.67073  0.034
H  1.32960  2.59875  -0.57827  0.067
H  -2.18861  3.26371  -2.69474  0.102
H  2.84281  -0.50028  -0.33034  -0.013
H  1.80271  -2.62716  -3.04378  0.052
H  2.95552  -2.76167  0.12874  0.084
H  3.48399  1.35299  3.11027  0.099
H  -2.64926  2.99005  -0.03520  0.074
H  -1.67465  1.68975  -1.86175  -0.030
H  -1.15931  4.60822  -3.13338  0.127
H  -3.69869  1.61597  0.48086  0.075
H  1.83640  1.39057  4.49219  0.081
H  -1.39322  2.56008  -4.80753  0.116
H  0.79061  -1.66114  -4.15169  0.066

Calculated values
Multiplicity: 1
Net charge: +1
M (g/mol): 655.56
Orbital gap (spin up / spin down) (eV): 2.4 / 2.4

=====

Question: M of number 1 (C5H9NO3)?
Answer: 131.13 g/mol

=====

Question: Number 1 is which compound?
Answer: C5H9NO3

=====

Question: What is the formula in the first record?
Answer: C5H9NO3

=====

Question: The highest M belongs to which entry?
Answer: C28H43AlF9OP2